# C12H15F3N3OSSn

C12H15F3N3OSSn as an isolated structure (ωB97M-V/def2-TZVPD, the OMol25 dataset).

Summary:
ΔE to the lowest compared entry with this formula, charge and spin	0.0	kJ/mol
HOMO level	-12.16	eV
lowest unoccupied orbital energy	-0.15754	hartree
net charge	+1
frontier orbital gap	7.88	eV
energy	-1617.7339	Ha

Last column: Löwdin charge in e.
Positions of all 36 atoms, in Å:
Sn1 1.3128 0.0106 -1.9361  1.1589
F1 2.6656 1.1196 3.1140  0.1409
C1 3.4155 0.0273 2.9062  -0.6139
F2 2.6410 -1.0431 3.1368  0.1409
F3 4.3946 0.0257 3.8136  0.1579
C2 3.9699 0.0060 1.5030  -0.1035
C3 5.3366 -0.0137 1.2761  0.0340
C4 5.8282 -0.0338 -0.0198  -0.0205
C5 4.9241 -0.0335 -1.0634  -0.0984
N1 3.6072 -0.0144 -0.8492  -0.1180
C6 3.1290 0.0049 0.3938  -0.6517
S1 1.3454 0.0284 0.4709  0.5965
H1 6.0151 -0.0134 2.1185  0.1345
H2 6.8902 -0.0495 -0.2157  0.1184
H3 5.2512 -0.0485 -2.0955  0.1249
C7 -1.8892 -2.4191 -1.0822  -0.0076
N2 -2.5634 -1.1599 -0.7941  -0.0618
C8 -3.8217 -1.2449 -0.0502  -0.1336
C9 -4.6509 -0.0047 -0.2884  -0.1419
C10 -3.8172 1.2156 0.0248  -0.1337
N3 -2.5588 1.1712 -0.7223  -0.0617
C11 -1.8774 2.4424 -0.9301  -0.0077
C12 -1.9666 0.0138 -1.0639  -0.4447
O1 -0.8393 0.0305 -1.6504  -0.3592
H4 -2.6350 -3.1414 -1.4089  0.0977
H5 -1.3837 -2.8106 -0.1970  0.1041
H6 -1.1696 -2.2871 -1.8811  0.0779
H7 -3.6074 -1.3785 1.0147  0.1381
H8 -4.3450 -2.1358 -0.3941  0.1277
H9 -5.5418 -0.0222 0.3378  0.1285
H10 -4.9722 0.0276 -1.3315  0.1307
H11 -3.6030 1.2832 1.0960  0.1381
H12 -4.3370 2.1278 -0.2643  0.1278
H13 -2.6197 3.1886 -1.2073  0.0976
H14 -1.1601 2.3581 -1.7376  0.0793
H15 -1.3673 2.7728 -0.0229  0.1035

Cartesian forces (eV/Å) of the 6 atoms listed first:
Sn 0.0 0.0 -0.3
F 0.0 0.0 0.0
C 0.0 0.0 -0.1
F 0.0 0.0 0.0
F 0.0 0.0 0.0
C 0.0 0.0 -0.1



# C60H50F10

A 10-piece molecular cluster, C60H50F10 overall (ωB97M-V/def2-TZVPD, the OMol25 dataset).

Summary:
ΔE to the lowest compared entry with this formula, charge and spin	0.5	kJ/mol
HOMO level (spin up / spin down)	0.49 / -4.28	eV
lowest unoccupied orbital energy (spin up / spin down)	0.07555 / 0.07506	hartree
net charge	-1
frontier orbital gap (spin up / spin down)	1.56 / 6.32	eV
energy	-3314.8555	Ha
2S+1	2

Last column: Löwdin charge in e.
Positions of all 120 atoms, in Å:
F1 2.3152 0.5025 -0.7584  0.0201
C1 1.0090 0.5658 -0.3724  -0.2564
C2 0.1785 -0.5821 -0.3298  0.0042
C3 -1.1425 -0.4515 0.0996  -0.0927
C4 -1.5983 0.7806 0.5782  -0.0835
C5 -0.8288 1.9339 0.3669  -0.0822
C6 0.4825 1.8046 -0.0892  -0.0285
H1 0.5531 -1.5371 -0.6676  0.1114
H2 -1.7305 -1.3513 0.2041  0.0936
H3 -2.5201 0.8454 1.1372  0.0793
H4 -1.1971 2.8745 0.7490  0.0856
H5 1.1275 2.6686 -0.1509  0.1077
F2 0.3265 5.8852 -1.1934  0.0361
C7 -0.5205 5.0797 -1.9041  -0.2655
C8 -1.6766 4.7844 -1.2693  -0.0459
C9 -2.5605 3.8619 -1.8119  -0.0835
C10 -2.2418 3.2950 -3.0395  -0.0794
C11 -1.0903 3.6958 -3.7811  -0.0656
C12 -0.1460 4.4901 -3.1360  -0.0238
H6 -1.9449 5.1768 -0.2996  0.1112
H7 -3.4659 3.5156 -1.3358  0.1082
H8 -2.8978 2.4882 -3.3311  0.0879
H9 -0.7856 3.2699 -4.7256  0.0941
H10 0.7130 4.8671 -3.6711  0.1064
F3 3.9519 -1.2251 -7.0669  0.0575
C13 3.4293 -0.1855 -6.3876  -0.3129
C14 3.2198 -0.2859 -5.0254  -0.0009
C15 2.6801 0.7818 -4.3104  -0.0758
C16 2.4189 1.9275 -5.0235  -0.0955
C17 2.5803 2.0332 -6.4324  -0.0445
C18 3.0496 0.8858 -7.0888  -0.0390
H11 3.6158 -1.1763 -4.5599  0.1205
H12 2.4950 0.6488 -3.2547  0.0967
H13 1.9403 2.7281 -4.4790  0.0736
H14 2.3642 2.9539 -6.9541  0.0988
H15 3.2447 0.9795 -8.1469  0.1163
F4 3.4102 5.4943 -0.9201  0.0281
C19 4.4027 4.6949 -1.4403  -0.2337
C20 4.0778 3.4537 -1.9784  -0.0114
C21 5.1472 2.6112 -2.2971  -0.0974
C22 6.4540 2.9326 -2.0582  -0.1242
C23 6.7674 4.1426 -1.4542  -0.0811
C24 5.7611 5.1095 -1.2555  0.0041
H16 3.0488 3.1824 -2.1628  0.0996
H17 5.0267 1.6246 -2.7195  0.1019
H18 7.2522 2.2442 -2.2938  0.1046
H19 7.8300 4.3294 -1.4063  0.0987
H20 5.9826 6.0407 -0.7554  0.1045
F5 5.9548 -1.6242 3.7888  0.0971
C25 5.4865 -0.7036 2.9974  -0.3256
C26 4.3593 0.0353 3.4448  0.0105
C27 3.7377 0.9371 2.5576  -0.0642
C28 4.2731 1.1173 1.2761  -0.0888
C29 5.5647 0.5931 0.9648  -0.0750
C30 6.0989 -0.3357 1.8049  -0.0632
H21 3.9109 -0.2472 4.3858  0.1106
H22 2.8730 1.5266 2.8245  0.1005
H23 3.9490 1.9002 0.6065  0.0773
H24 5.9538 0.9649 0.0285  0.0842
H25 7.0133 -0.7634 1.4211  0.1116
F6 2.5715 -2.5518 1.1412  0.0056
C31 3.3010 -3.7252 1.0166  -0.2386
C32 2.6394 -4.9394 1.1716  -0.0320
C33 3.3810 -6.1430 1.2138  -0.0880
C34 4.7737 -6.1032 1.3403  -0.1233
C35 5.4046 -4.8654 1.4929  -0.0992
C36 4.7065 -3.6590 1.2469  -0.0071
H26 1.5610 -4.9197 1.1155  0.1103
H27 2.9258 -7.1073 1.3850  0.0882
H28 5.3441 -7.0195 1.3779  0.0876
H29 6.4751 -4.9169 1.6263  0.0874
H30 5.2137 -2.7058 1.2673  0.0746
F7 -4.1709 -0.7620 3.0480  0.0415
C37 -4.8687 -1.9199 3.0043  -0.2726
C38 -5.0027 -2.6894 4.1469  -0.0613
C39 -5.6835 -3.8350 4.1526  -0.0929
C40 -6.2792 -4.3529 2.9683  -0.0584
C41 -6.1054 -3.5799 1.8076  -0.0779
C42 -5.3547 -2.3907 1.8066  -0.0243
H31 -4.5950 -2.2579 5.0491  0.1267
H32 -5.8739 -4.3747 5.0685  0.1054
H33 -6.7569 -5.3212 2.9432  0.0944
H34 -6.6912 -3.8512 0.9417  0.0894
H35 -5.3724 -1.7696 0.9232  0.1008
F8 -1.1997 -5.6564 4.8170  0.0051
C43 -0.6514 -4.5892 4.1948  -0.3478
C44 0.7224 -4.4862 4.1266  -0.0729
C45 1.2231 -3.2574 3.5159  -0.1632
C46 0.3742 -2.2275 3.1478  -0.1940
C47 -0.9656 -2.3689 3.2174  -0.1783
C48 -1.5288 -3.5564 3.7432  -0.0820
H36 1.3634 -5.3071 4.4123  0.0782
H37 2.2726 -3.0034 3.4953  0.0640
H38 0.7495 -1.2605 2.8468  0.0839
H39 -1.6867 -1.6558 2.8461  0.0560
H40 -2.5778 -3.7681 3.8890  0.0535
F9 -5.8636 -4.5739 -1.2843  0.0472
C49 -5.3839 -3.5208 -1.9868  -0.2650
C50 -5.9502 -3.1096 -3.1730  -0.0423
C51 -5.5233 -2.0056 -3.8685  -0.0926
C52 -4.6061 -1.1954 -3.2322  -0.1016
C53 -4.1068 -1.4937 -1.9623  -0.0586
C54 -4.4109 -2.7340 -1.3650  -0.0041
H41 -6.7295 -3.7026 -3.6284  0.1127
H42 -5.9072 -1.7501 -4.8450  0.1048
H43 -4.2244 -0.2965 -3.6935  0.0921
H44 -3.4447 -0.7981 -1.4681  0.0838
H45 -4.0319 -2.9138 -0.3698  0.0989
F10 -2.6301 5.2639 2.3918  0.0567
C55 -3.7895 4.6141 2.4252  -0.2955
C56 -4.9203 5.3462 2.1228  -0.0317
C57 -6.1385 4.6711 2.0358  -0.0809
C58 -6.1451 3.2862 2.3151  -0.0846
C59 -4.9597 2.5195 2.5040  -0.0632
C60 -3.7584 3.2126 2.5997  -0.0101
H46 -4.8526 6.3647 1.7700  0.1127
H47 -7.0184 5.1583 1.6422  0.0972
H48 -7.0470 2.6979 2.2332  0.0889
H49 -4.9964 1.4447 2.6031  0.0855
H50 -2.8835 2.6224 2.8289  0.1084

Cartesian forces (eV/Å) of the 6 atoms listed first:
F -0.6 -0.3 -0.1
C -1.2 -1.0 -0.2
C 0.7 0.9 -0.5
C 0.8 0.2 0.6
C 0.3 0.4 -0.6
C 0.0 -1.2 0.9



# H11NO4

A 5-piece molecular cluster, H11NO4 overall (ωB97M-V/def2-TZVPD, the OMol25 dataset).

Summary:
ΔE to the lowest compared entry with this formula, charge and spin	99.7	kJ/mol
HOMO level	-10.57	eV
lowest unoccupied orbital energy	0.02123	hartree
SMILES	N.O.O.O.O
frontier orbital gap	11.14	eV
energy	-362.3000	Ha

Last column: Löwdin charge in e.
Positions of all 16 atoms, in Å:
N1 -3.5144 -0.3996 -2.0697  0.0155
H1 -3.9461 0.5097 -1.9099  0.0339
H2 -3.8308 -0.5579 -3.0280  0.0338
H3 -4.1047 -1.0404 -1.5588  0.0300
H4 1.9300 -0.2070 -0.4357  0.0120
H5 1.7088 -0.5176 1.0629  0.0237
O1 2.2900 -0.6620 0.3057  -0.0517
H6 0.0797 -2.6084 1.5405  0.0173
H7 -0.4660 -1.3765 0.8416  -0.0071
O2 -0.3959 -1.8105 1.7130  -0.0754
H8 -1.3424 -2.4906 -1.0905  0.0409
H9 -1.7227 -1.0385 -1.4396  -0.0149
O3 -1.1455 -1.5817 -0.9019  -0.0582
H10 3.1220 4.7252 0.2871  0.0110
H11 2.6608 4.9860 1.7127  0.0288
O4 3.0308 4.3230 1.1317  -0.0397

Cartesian forces (eV/Å) of the 6 atoms listed first:
N -0.8 0.4 -0.8
H 0.3 0.1 0.4
H 0.5 -0.2 -0.1
H 0.0 -0.2 0.5
H -0.6 0.6 -0.7
H -0.1 0.0 -0.2



# C4H5NO

One molecule with the formula C4H5NO (ωB97M-V/def2-TZVPD, the OMol25 dataset).

Summary:
ΔE to the lowest compared entry with this formula, charge and spin	267.4	kJ/mol
HOMO level (spin up / spin down)	-8.96 / -8.96	eV
lowest unoccupied orbital energy (spin up / spin down)	0.00114 / 0.00112	hartree
frontier orbital gap (spin up / spin down)	8.99 / 8.99	eV
energy	-285.3127	Ha

Last column: Löwdin charge in e.
Positions of all 11 atoms, in Å:
C1 0.9285 0.4437 -1.0691  -0.0673
C2 -0.0117 0.0084 0.0094  -0.2765
C3 -1.0117 0.7538 0.5794  -0.1906
O1 -1.7242 0.1946 1.5020  -0.0262
N1 -0.9354 -1.4967 1.5733  0.2342
C4 -0.0769 -1.2546 0.6667  -0.1905
H1 0.7064 1.4773 -1.3510  0.0768
H2 1.9744 0.4190 -0.7470  0.0770
H3 0.8337 -0.1630 -1.9753  0.0770
H4 -1.1934 1.7883 0.2546  0.1451
H5 0.5104 -2.1709 0.5570  0.1409

Cartesian forces (eV/Å) of the 6 atoms listed first:
C 0.1 0.1 -0.1
C 0.0 0.1 0.0
C 0.4 -0.5 -0.2
O 1.0 -2.1 0.0
N -1.4 3.1 -0.1
C -0.1 -0.5 0.3